Below is C29H37N7O4Sc as an isolated structure, with properties calculated with ωB97M-V with the def2-TZVPD basis set.

Values from the calculation:
* energy: -70001.9806 eV
* max |F|: 0.43 eV/A
* highest occupied orbital energy: -4.065 eV
* frontier orbital gap: 6.7182 eV
* relative energy (zero: lowest compared OMol25 entry of this formula, charge and spin): 0.5256 eV
* charge: -1
* multiplicity: 1

Last column: Mulliken charge in e.
Geometry (Å):
Sc -0.1891 0.3356 -0.3227  -0.54
O 0.6414 -1.3805 0.6865  -0.85
O -0.0469 1.6093 1.4038  -0.58
O -0.1746 -1.2291 -1.8668  -0.45
O -1.6925 1.8323 -0.6765  -0.31
N 2.6784 -0.6763 -0.1101  -0.89
N 0.7078 1.1909 -2.3551  -0.08
N 2.7778 1.5374 -3.4259  0.24
N -2.0202 -2.1273 -0.8340  -0.64
N 1.6146 3.3197 -2.4748  0.20
N 2.0376 0.5578 0.0795  0.99
N -2.1337 -0.8280 -0.3354  0.44
C 3.8568 -4.7056 -0.5746  -0.79
C 4.2316 1.4053 0.7162  -1.65
C 2.2625 -3.0294 0.1017  0.39
C -1.4924 -4.6457 -2.0088  -0.27
C -4.4333 -1.4717 0.1364  -1.46
C 2.8167 4.0461 -2.0983  -1.11
C 2.7352 1.5181 0.5848  1.73
C 3.1518 2.2214 -4.6505  -1.26
C -0.9665 -2.2114 -1.5944  0.06
C -3.5906 0.8979 0.3833  -1.74
C -3.2898 3.3628 0.1384  -1.33
C 0.5380 -3.7092 -2.8808  -0.05
C 0.2065 3.7331 2.4081  -1.46
C 1.6923 -5.3690 0.2313  -0.69
C 1.3551 -4.0347 0.4143  -0.22
C -3.3119 -0.4697 0.0719  1.38
C 0.8958 -4.9498 -3.3912  -0.70
C -1.1383 -5.8838 -2.5221  -0.72
C -2.8092 1.9460 -0.0623  1.41
C 0.3968 3.8661 -1.8992  -1.02
C 3.5193 -3.3730 -0.3919  -0.24
C 2.9421 -5.7085 -0.2655  -0.38
C 0.7582 2.5803 1.5972  0.83
C 2.0656 2.6526 1.1492  -1.68
C 1.6555 1.9721 -2.7300  0.57
C -0.6540 -3.5464 -2.1836  0.31
C 1.8270 -1.6077 0.2441  0.75
C 0.0592 -6.0418 -3.2136  -0.37
C 3.0097 0.1039 -3.4711  -1.24
H -2.4122 -4.5072 -1.4564  0.47
H 2.8611 3.2671 -4.6129  0.42
H 0.3275 4.9186 -2.1862  0.34
H 0.3980 3.7901 -0.8078  0.19
H -1.7955 -6.7334 -2.3780  0.38
H 3.7054 3.5269 -2.4438  0.40
H -0.4326 3.3351 3.1963  0.37
H 1.8382 -5.0664 -3.9128  0.40
H 2.6653 3.5012 1.4531  0.28
H 4.4811 0.7708 1.5691  0.29
H -4.2822 3.4035 0.5863  0.36
H 2.3486 -0.3993 -4.1908  0.40
H 4.0411 -0.0661 -3.7845  0.43
H -3.3021 3.8754 -0.8258  0.28
H 0.7660 0.2754 -2.7910  0.17
H 1.1890 -2.8510 -2.9866  0.42
H 2.6650 1.7615 -5.5215  0.35
H -4.5429 1.1239 0.8431  0.20
H 4.8337 -4.9662 -0.9646  0.37
H -4.0977 -2.3780 0.6391  0.30
H 4.2134 -2.5787 -0.6343  0.43
H 4.6569 0.9368 -0.1704  0.32
H 3.2013 -6.7489 -0.4214  0.40
H -0.4146 4.3606 1.7622  0.16
H 0.9694 -6.1441 0.4548  0.39
H -2.5807 3.8865 0.7835  0.14
H 4.2328 2.1591 -4.7955  0.33
H 0.3759 -3.7441 0.7732  0.38
H -4.7289 -1.7613 -0.8732  0.25
H 0.3402 -7.0126 -3.6042  0.38
H 2.7905 5.0449 -2.5428  0.29
H -0.4642 3.3154 -2.2654  0.30
H -5.2937 -1.0474 0.6529  0.44
H 0.9960 4.3480 2.8393  0.40
H 2.8733 -0.3328 -2.4815  0.24
H 4.6738 2.3903 0.8722  0.47
H 2.8728 4.1482 -1.0107  0.30

---

Below is one molecule with the formula C3H7ClO2SSi in a non-equilibrium geometry, with properties calculated with ωB97M-V with the def2-TZVPD basis set.

Values from the calculation:
* energy: -38555.4111 eV
* max |F|: 4.00 eV/A
* highest occupied orbital energy: -8.398 eV
* frontier orbital gap: 8.8117 eV
* SMILES string: C=C[Si@](C)(Cl)OSO
* charge: 0
* multiplicity: 1

Last column: Mulliken charge in e.
Geometry (Å):
Cl 1.4634 2.6930 -0.1810  -0.27
S 1.9901 -1.5477 -0.4298  0.20
Si 0.4692 0.9978 0.1653  0.71
O 1.6061 -2.6766 0.6169  -0.42
O 1.6255 -0.1635 0.4597  -0.31
C -1.2429 -0.4118 -1.6947  -0.55
C -0.6201 1.1374 1.8007  -1.16
C -0.2719 0.4824 -1.5075  -0.41
H -1.9658 -0.7514 -0.9010  0.22
H -0.0478 1.1536 2.6387  0.36
H -1.4008 0.4300 1.9164  0.34
H -1.1841 2.0570 1.8008  0.34
H -1.6172 -0.7042 -2.7336  0.23
H 0.2648 0.6144 -2.3972  0.39
H 0.9315 -3.3104 0.4464  0.33

---

Below is a 5-piece molecular cluster, C24H55N4O4P overall, with properties calculated with ωB97M-V with the def2-TZVPD basis set.

Values from the calculation:
* energy: -49216.6297 eV
* max |F|: 0.71 eV/A
* highest occupied orbital energy: -8.834 eV
* frontier orbital gap: 9.3832 eV
* relative energy (zero: lowest compared OMol25 entry of this formula, charge and spin): 0.0000 eV
* SMILES string: COC[C@@H](C)N.COC[C@@H](C)N.COC[C@@H](C)N.COC[C@@H](C)N.PCCc1ccccc1
* charge: 0
* multiplicity: 1

Last column: Mulliken charge in e.
Geometry (Å):
P 8.4736 0.0004 -2.2526  -0.03
O -5.1263 1.3908 0.3242  -0.21
O -2.3098 -5.6437 0.7096  -0.28
O -0.6006 -1.8304 -1.6549  -0.37
O 2.2498 5.6495 1.0447  -0.37
N 0.0250 0.9887 -1.6046  -0.71
N -5.2793 3.8236 1.8933  -0.73
N 4.5419 3.9755 0.5100  -0.47
N -0.4070 -7.7974 1.1173  -0.73
C 3.1764 -0.8837 -2.2145  -0.29
C 1.1516 5.0273 1.6864  -0.57
C 3.7772 3.4076 2.7493  -1.38
C -1.7614 -5.8926 1.9900  -0.73
C -6.4282 3.3541 1.1138  0.37
C -6.0140 2.4295 -0.0393  -0.78
C 3.3778 0.2653 -1.4536  -0.99
C 4.4102 1.1394 -1.7784  0.04
C -5.7310 0.2407 0.8826  -0.73
C -1.4687 -2.3077 -0.6430  -0.51
C -3.6623 -6.0258 0.5443  -0.77
C -2.3796 -8.3426 2.4376  -1.40
C 5.2510 0.8513 -2.8532  0.36
C 6.3918 1.8018 -3.1507  -1.21
C 4.3085 4.5201 1.8509  0.16
C -7.4552 2.7413 2.0609  -1.41
C -1.2634 -7.3280 2.2098  0.36
C -2.3558 0.7937 -1.1094  -1.49
C 7.5651 1.6187 -2.1793  -0.73
C 4.0015 -1.1725 -3.2941  -0.81
C -1.1868 -0.9456 -2.5903  -0.83
C -1.2586 0.5181 -2.1323  0.52
C 5.0411 -0.3035 -3.6121  -0.15
C 3.4233 5.7736 1.8216  -0.69
H 2.9448 2.8762 2.2886  0.23
H 8.2879 2.4232 -2.2582  0.47
H -4.6489 4.3411 1.2875  0.27
H -2.0844 0.4418 -0.1141  0.13
H 1.1739 3.9423 1.5621  0.18
H 6.6990 1.6679 -4.1858  0.43
H 2.3675 -1.5570 -1.9668  0.46
H -5.8374 0.3263 1.9667  0.25
H -2.4854 -2.4501 -1.0208  0.26
H 0.2435 5.4003 1.2141  0.24
H 2.7407 0.4972 -0.6157  0.50
H 3.9933 6.5807 1.3535  0.33
H 5.9968 2.8118 -3.0605  0.37
H -0.9096 -7.6581 0.2449  0.31
H 3.4427 3.8017 3.7110  0.37
H -2.1774 -1.3138 -2.8898  0.42
H -1.4860 1.1109 -3.0237  0.46
H -1.4889 -1.6313 0.2158  0.23
H 8.2300 -0.3457 -3.5989  -0.01
H -6.7090 0.0434 0.4340  0.37
H -1.0890 -3.2714 -0.3049  0.18
H -0.6536 -7.3060 3.1178  0.39
H 0.4064 -7.1933 1.0410  0.27
H 1.1195 5.2738 2.7518  0.30
H -3.7505 -7.0647 0.2187  0.25
H -4.7436 3.0085 2.1797  0.32
H -2.5373 1.8646 -1.0294  0.41
H -8.2551 2.2433 1.5091  0.34
H -4.0883 -5.3931 -0.2345  0.25
H 4.5879 2.0245 -1.1914  0.52
H -1.9688 -9.2622 2.8530  0.35
H -5.4692 3.0287 -0.7742  0.34
H -3.1258 -7.9604 3.1372  0.34
H -6.8936 2.0148 -0.5498  0.41
H 5.2764 4.8312 2.2551  0.34
H -2.8841 -8.6074 1.5088  0.29
H -5.0745 -0.6057 0.6759  0.19
H -0.5441 -0.9942 -3.4737  0.39
H 0.3187 0.3271 -0.8906  0.32
H -7.9053 3.5189 2.6773  0.36
H 7.4895 -0.8159 -1.6614  0.02
H 7.1488 1.6483 -1.1737  0.30
H -4.2347 -5.8815 1.4652  0.36
H 0.7347 0.9036 -2.3279  0.26
H -3.2960 0.3202 -1.3939  0.28
H -0.9025 -5.2207 2.0708  0.35
H 3.6317 3.8554 0.0708  0.31
H 4.5609 2.6748 2.9401  0.35
H 5.7054 -0.4807 -4.4426  0.37
H 3.1742 6.1023 2.8394  0.41
H 3.8585 -2.0570 -3.8921  0.40
H 5.0031 4.6786 -0.0612  0.23
H -6.8925 4.2313 0.6537  0.39
H -7.0027 2.0169 2.7375  0.29
H -2.4756 -5.5983 2.7707  0.42

---

Below is C2H2ClI as an isolated structure in a non-equilibrium geometry, with properties calculated with ωB97M-V with the def2-TZVPD basis set.

Values from the calculation:
* energy: -22727.0619 eV
* max |F|: 3.07 eV/A
* highest occupied orbital energy (spin up / spin down): -9.318 / -9.319 eV
* frontier orbital gap (spin up / spin down): 7.5873 / 7.5880 eV
* relative energy (zero: lowest compared OMol25 entry of this formula, charge and spin): 1.1879 eV
* charge: 0
* multiplicity: 1

Last column: Mulliken charge in e.
Geometry (Å):
I -3.6356 0.3293 0.8914  -0.08
Cl -1.9976 -1.8126 -1.6158  -0.06
C -1.5253 -0.6113 -0.6046  0.02
C -0.4162 -0.1085 -0.1489  -0.37
H 0.5447 -0.4719 -0.4872  0.26
H -0.4057 0.6947 0.5657  0.23

---

Below is one molecule with the formula C11H17NS in a non-equilibrium geometry, with properties calculated with ωB97M-V with the def2-TZVPD basis set.

Values from the calculation:
* energy: -24007.5627 eV
* max |F|: 2.53 eV/A
* highest occupied orbital energy: -8.649 eV
* frontier orbital gap: 9.5677 eV
* relative energy (zero: lowest compared OMol25 entry of this formula, charge and spin): 0.4574 eV
* SMILES string: CN[C@@H](C)Cc1ccc(SC)cc1
* charge: 0
* multiplicity: 1

Last column: Mulliken charge in e.
Geometry (Å):
S -2.0696 -1.7878 2.9873  -0.09
N 1.5917 2.4532 -3.0580  -0.39
C 3.0215 2.2317 -3.2497  -0.83
C 0.5749 0.6524 0.1331  0.44
C 1.0446 -0.0576 -2.8621  -1.65
C -1.0279 -0.8860 1.8641  -0.19
C 0.9317 1.3950 -2.2802  0.49
C 0.2039 -1.4023 1.4533  -0.68
C -0.6384 1.1520 0.5451  -0.27
C -1.4291 0.3756 1.4110  -0.58
C 0.9572 -0.6298 0.5648  -0.28
C 1.4515 1.4305 -0.8639  -1.16
C -2.8659 -2.8899 1.7970  -0.76
H 1.4299 2.5033 -0.4416  0.29
H -0.1591 1.6035 -2.2289  0.30
H 0.4621 -0.7259 -2.2953  0.49
H 1.2041 2.5505 -3.9843  0.30
H -2.1606 -3.5735 1.3460  0.28
H 3.5996 2.1898 -2.3266  0.27
H 2.5318 1.1140 -0.8228  0.44
H -3.5434 -3.4771 2.4587  0.29
H 3.5171 3.0418 -3.8840  0.33
H 2.0532 -0.4163 -2.7386  0.39
H -3.4394 -2.2887 1.0843  0.27
H -0.9570 2.1544 0.1828  0.37
H 0.7377 -0.1730 -3.8773  0.38
H 3.1726 1.2652 -3.8437  0.25
H -2.3756 0.7743 1.6783  0.47
H 0.6123 -2.3178 1.8249  0.51
H 1.9425 -1.0228 0.4022  0.34